1.
C5H10BN | ωB97M-V/def2-TZVPD

Geometry as XYZ:
```
17
Properties=species:S:1:pos:R:3
B 0.19148 -2.00034 2.30438
C -1.54039 1.76620 -0.76213
C 1.39779 -0.49242 -1.47536
C 1.64585 0.44726 -0.33548
C -0.96622 0.54770 -1.00156
C 0.26267 -0.16947 -0.52156
N -0.86783 -1.40778 2.86343
H -2.40046 2.19384 -1.27809
H -1.00382 2.52798 -0.11266
H 1.32829 0.02996 -2.48510
H 1.84232 -1.55228 -1.39396
H 2.40161 0.13142 0.40075
H 1.81717 1.46073 -0.74493
H -1.47189 -0.10080 -1.67578
H 0.07940 -1.05335 0.07740
H -1.07842 -1.28269 3.88203
H -1.63755 -1.04596 2.25859
```

Output
LUMO energy: 0.0259 hartree
energy relative to the best compared isomer or geometry (same formula, charge and spin): 111.46 kcal per mole
HOMO: -8.503 eV
frontier orbital gap: 9.208 eV
net charge: 0

=====

2.
C24H25BrN4O5Pt | ωB97M-V/def2-TZVPD

Geometry as XYZ:
```
60
Properties=species:S:1:pos:R:3
Pt -0.35923 -2.34396 -1.31974
O -3.50207 -0.08983 -1.39021
C -4.25327 -0.37877 -0.30401
C -5.28358 0.49307 0.03647
C -6.09408 0.22207 1.12418
C -5.90038 -0.92526 1.88185
C -4.87116 -1.78830 1.54270
C -4.02931 -1.52873 0.46860
C -2.84407 -2.44102 0.21560
O -2.42289 -2.42735 -1.11603
N -1.79884 -2.01386 1.18506
N -0.53298 -2.33624 0.84152
C 0.46305 -1.91569 1.51996
C 1.84601 -2.07158 1.08106
Br 2.13395 -2.92888 -0.61196
C 2.87527 -1.61934 1.79551
C 4.30867 -1.61730 1.45710
C 5.22742 -2.09359 2.38954
C 6.58282 -2.08723 2.10460
C 7.03502 -1.58454 0.89305
C 6.12706 -1.08577 -0.03007
C 4.77003 -1.10205 0.24839
H -3.04188 -0.94016 -1.60827
H -5.43775 1.37006 -0.57709
H -6.89351 0.90688 1.37468
H -6.54236 -1.14318 2.72348
H -4.70078 -2.68426 2.12868
H -3.11567 -3.46885 0.49170
H -1.88516 -1.05070 1.49790
H 0.31280 -1.35153 2.43777
H 2.60872 -1.19331 2.75925
H 4.87477 -2.47907 3.33764
H 7.28667 -2.46973 2.83118
H 8.09359 -1.57436 0.67195
H 6.47594 -0.67924 -0.96961
H 4.06499 -0.69982 -0.46709
C 2.15171 2.54415 0.02092
C 1.48221 2.50394 -1.34641
C -0.05387 2.22849 -1.32013
C -0.79878 3.30447 -0.53034
C -2.31194 3.13214 -0.53735
C -0.45330 2.27633 -2.78773
O -0.72633 3.29693 -3.36727
N -0.41697 1.06945 -3.46844
C -0.26574 -0.14808 -2.85947
O -0.28968 -1.20576 -3.50467
N -0.12672 -0.22534 -1.52095
C -0.23818 0.84939 -0.69045
O -0.40818 0.71794 0.50838
H 3.23298 2.60522 -0.10211
H 1.92559 1.65461 0.60862
H 1.83590 3.41293 0.59593
H 1.96168 1.74193 -1.96801
H 1.61409 3.46013 -1.85816
H -0.52563 4.27299 -0.95312
H -0.43362 3.27068 0.49559
H -2.71519 3.20336 -1.54780
H -2.78265 3.90960 0.06453
H -2.59925 2.16672 -0.12206
H -0.63595 1.07917 -4.45483
```

Output
2S+1: 3
LUMO energy (spin up / spin down): -0.0180 / -0.0370 hartree
HOMO (spin up / spin down): -8.117 / -8.184 eV
frontier orbital gap (spin up / spin down): 7.626 / 7.177 eV
net charge: 0

=====

3.
C46H58AsF6HgO4 | ωB97M-V/def2-TZVPD

Geometry as XYZ:
```
116
Properties=species:S:1:pos:R:3
Hg -0.69716 -0.15460 -0.04957
C -3.11263 2.09695 1.05439
O -1.95850 1.29675 1.34265
C -0.75349 1.92932 1.65753
C -0.21632 2.97952 0.89803
C -0.83203 3.65682 -0.34071
C -0.91652 2.99346 -1.73655
C -1.60509 3.66463 -2.73610
C -1.76710 3.13707 -4.01932
C -1.25890 1.86115 -4.25990
C -0.58020 1.13590 -3.28823
C -0.23648 -0.34261 -3.59987
C 0.70319 -1.18767 -2.73356
C 2.06071 -1.21679 -3.03271
C 2.94915 -2.02602 -2.34017
C 2.44942 -2.77724 -1.27921
C 1.10936 -2.79407 -0.90835
C 0.73833 -3.68387 0.29269
C 0.27740 -3.13536 1.66379
C -0.14893 -4.05417 2.62004
C -0.60490 -3.66139 3.87499
C -0.68395 -2.28841 4.13348
C -0.29781 -1.33286 3.21024
C -0.61761 0.15088 3.52356
C -0.05096 1.32304 2.71571
C 1.13916 1.90956 3.11068
C 1.66473 3.02894 2.47147
C 0.98418 3.51935 1.36612
C 2.94009 3.67725 3.01055
C 3.34686 4.91446 2.20895
C 4.08935 2.66036 2.95247
C 2.70646 4.11006 4.46525
C 0.26051 -1.77616 1.99526
O 0.76479 -0.89746 1.15294
C -1.10421 -4.65349 4.92557
C -0.32346 -4.47500 6.23439
C -2.59711 -4.39493 5.19074
C -0.94876 -6.10608 4.47387
C 0.24068 -2.04492 -1.72487
O -1.13731 -1.97450 -1.50585
C -1.87365 -3.18636 -1.29466
C 4.43065 -2.13529 -2.70305
C 5.28288 -1.68258 -1.50854
C 4.75976 -3.59589 -3.04339
C 4.79217 -1.27218 -3.91256
C -0.34603 1.74905 -2.04720
O 0.40994 1.14711 -1.15165
C -2.56614 3.92151 -5.06103
C -4.00096 4.12219 -4.54531
C -1.92209 5.29262 -5.30317
C -2.64396 3.18972 -6.40202
H -3.05750 3.03290 1.61213
H -3.20912 2.28040 -0.01458
H -3.97340 1.52207 1.38524
H -1.84450 3.97973 -0.09544
H -0.25909 4.57495 -0.48637
H -2.03982 4.63150 -2.49500
H -1.41058 1.38855 -5.22381
H -1.19133 -0.87172 -3.64648
H 0.17629 -0.34821 -4.61107
H 2.40751 -0.57340 -3.83082
H 3.13531 -3.36868 -0.68292
H -0.02406 -4.39713 -0.02366
H 1.62952 -4.28059 0.49897
H -0.12418 -5.10524 2.35329
H -1.09077 -1.94535 5.08106
H -1.70624 0.23768 3.49345
H -0.31710 0.30881 4.56151
H 1.66625 1.46280 3.94673
H 1.39854 4.34716 0.80604
H 3.54982 4.66617 1.16573
H 2.56854 5.67947 2.24075
H 4.25652 5.34134 2.63652
H 4.23074 2.30983 1.92870
H 5.02055 3.11433 3.30117
H 3.87735 1.78985 3.57423
H 1.88402 4.82619 4.52066
H 2.45605 3.25881 5.09885
H 3.60473 4.58490 4.86889
H -0.42355 -3.46095 6.62315
H -0.69898 -5.16763 6.99324
H 0.73858 -4.67701 6.08037
H -2.75480 -3.39661 5.60039
H -3.16441 -4.46571 4.26134
H -2.99492 -5.12376 5.90254
H 0.10015 -6.35739 4.30163
H -1.33328 -6.77124 5.25031
H -1.50996 -6.30065 3.55855
H -1.39409 -4.00476 -1.83353
H -1.96444 -3.41298 -0.23351
H -2.86813 -3.01415 -1.69742
H 5.12216 -2.32513 -0.64203
H 6.34530 -1.71302 -1.76404
H 5.01884 -0.66388 -1.21973
H 4.56636 -4.25591 -2.19724
H 4.15212 -3.93744 -3.88383
H 5.81392 -3.69286 -3.31698
H 4.59370 -0.21627 -3.72119
H 5.85560 -1.38233 -4.13472
H 4.22864 -1.57779 -4.79626
H -4.00937 4.71873 -3.63216
H -4.61184 4.63460 -5.29393
H -4.45925 3.15840 -4.31794
H -1.86931 5.87738 -4.38400
H -0.90823 5.17870 -5.69254
H -2.50860 5.85907 -6.03249
H -3.12367 2.21570 -6.29553
H -3.23504 3.78007 -7.10576
H -1.65022 3.04554 -6.83174
F -3.29935 -0.71860 -0.15098
As -5.01838 -1.09299 -0.21893
F -5.33509 0.57216 -0.58915
F -4.83917 -1.43808 -1.91013
F -6.70394 -1.46021 -0.28579
F -4.64200 -2.74529 0.15351
F -5.12687 -0.73261 1.47492
```

Output
LUMO energy: 0.0845 hartree
HOMO: -4.817 eV
frontier orbital gap: 7.117 eV
net charge: -1

=====

4.
C49H52Cl3HoN4O6S | ωB97M-V/def2-TZVPD

Geometry as XYZ:
```
116
Properties=species:S:1:pos:R:3
Ho -0.38377 0.77547 1.00061
C -4.07461 1.51982 0.08919
C -4.08303 0.90303 1.39429
C -5.33082 0.73033 1.99367
C -5.44600 0.23177 3.23868
C -4.30334 -0.02463 3.96493
C -4.43199 -0.25412 5.36503
C -3.28249 -0.01750 6.14422
C -2.03333 0.12300 5.51411
C -1.83869 -0.06098 4.16764
S -0.18182 -0.33791 3.61482
C -3.05892 0.14245 3.32027
N -2.96957 0.50380 2.03942
H -4.14606 2.62035 0.24504
H -4.88837 1.05622 -0.56292
H -3.13475 1.36145 -0.47353
H -6.21988 1.19087 1.43567
H -6.42001 -0.12410 3.65542
H -5.38694 -0.57293 5.73521
H -3.18924 -0.15340 7.21058
H -1.11322 0.35162 6.15003
C 1.86447 -4.13379 -3.67705
C 2.22715 -2.78593 -3.09996
C 3.49273 -2.27477 -3.80132
O 1.08216 -1.88754 -3.33444
C 0.85585 -1.11131 -2.18263
C 1.78064 -1.72046 -1.11153
O 2.43922 -2.78052 -1.69296
C 1.40431 -2.05169 0.43164
O 0.96064 -0.86076 0.97954
C 2.78125 -2.35619 1.06794
C 3.86321 -1.43286 0.93342
C 5.05621 -1.62429 1.61655
C 5.33598 -2.76318 2.38018
C 4.29636 -3.69082 2.47453
C 3.03939 -3.44482 1.91538
C 0.40651 -3.25955 0.50459
C -0.84051 -3.09889 1.21642
C -1.72341 -4.16160 1.38940
C -1.49933 -5.33583 0.68485
C -0.27945 -5.56468 0.08523
C 0.60798 -4.51471 -0.09276
C -0.63049 -0.58115 -2.14167
O -0.82182 0.19572 -0.98702
C -1.72321 -1.72271 -2.28249
C -2.68747 -1.87394 -1.24913
C -3.74199 -2.81745 -1.37598
C -3.70927 -3.74614 -2.44268
C -2.78506 -3.58749 -3.43513
C -1.78555 -2.61992 -3.30718
C -0.81738 0.44544 -3.30596
C -0.09906 0.54740 -4.54402
C -0.41310 1.52741 -5.43187
C -1.46723 2.37812 -5.27372
C -2.29671 2.25525 -4.15077
C -1.96721 1.21983 -3.25414
H 1.87280 -4.16306 -4.79598
H 0.86796 -4.44374 -3.19486
H 2.64056 -4.87306 -3.36861
H 3.39172 -2.52559 -4.83079
H 4.38143 -2.80702 -3.36397
H 3.69820 -1.16521 -3.64625
H 1.42497 -0.16845 -2.50685
H 2.49223 -0.84421 -0.90573
H 3.87031 -0.57914 0.21667
H 5.72099 -0.79618 1.51369
H 6.31826 -2.95663 2.73434
H 4.40167 -4.62232 3.07850
H 2.21854 -4.09897 2.10345
H -1.05562 -2.05232 1.62451
H -2.65956 -4.02738 1.82549
H -2.25202 -6.05077 0.75905
H -0.02359 -6.59223 -0.39195
H 1.46656 -4.68731 -0.75988
H -2.80364 -1.13544 -0.47913
H -4.39266 -2.92371 -0.50704
H -4.52457 -4.50848 -2.48041
H -2.81045 -4.34583 -4.24847
H -0.95449 -2.59866 -3.98766
H 0.60425 -0.18984 -4.98087
H 0.09012 1.47637 -6.38328
H -1.70639 3.08994 -6.07490
H -3.04647 2.98409 -3.80828
H -2.70855 1.06221 -2.43704
N 2.52503 6.22964 0.74955
C 2.25039 4.70678 0.93824
C 2.84107 3.88313 -0.24579
C 2.64512 2.37905 -0.01842
N 1.25397 2.04118 -0.39073
C 3.07009 1.88890 1.44610
C 2.41766 2.79067 2.56030
N 0.96651 2.53735 2.50993
C 2.77454 4.25549 2.30665
H 1.77233 6.69403 0.28136
H 3.30109 6.28344 0.03271
H 2.79055 6.79718 1.60186
H 1.13815 4.63483 0.84024
H 3.94584 3.97008 -0.26657
H 2.50180 4.28574 -1.22230
H 3.32719 1.81391 -0.73659
H 1.25715 1.43515 -1.24974
H 0.78424 2.88623 -0.78060
H 4.15442 1.96581 1.40885
H 2.85749 0.83031 1.55333
H 2.90162 2.42836 3.52518
H 0.42048 3.38081 2.82770
H 0.83164 1.84049 3.23295
H 3.89051 4.25765 2.27723
H 2.40525 4.96598 3.15002
Cl -1.14111 6.94474 0.22612
C -1.87045 5.35785 0.22131
Cl -2.08230 4.70976 -1.48278
Cl -3.52321 5.51664 0.96718
C -1.21169 4.25472 1.17948
O -0.72869 4.82961 2.19333
O -1.27814 3.01662 0.91262
```

Output
2S+1: 5
LUMO energy (spin up / spin down): -0.0488 / -0.0488 hartree
HOMO (spin up / spin down): -6.442 / -6.444 eV
frontier orbital gap (spin up / spin down): 5.114 / 5.116 eV
net charge: 0

=====

5.
C21H20N2O8SSiSn | ωB97M-V/def2-TZVPD

Geometry as XYZ:
```
54
Properties=species:S:1:pos:R:3
Sn -0.23267 1.13349 -0.35373
O 5.50959 -1.63253 -1.43635
C 4.24176 -1.21562 -1.27017
C 3.26394 -1.36325 -2.25421
C 1.99350 -0.90634 -1.97459
N 1.68496 -0.30663 -0.83021
C 2.60934 -0.18997 0.11947
C 3.90239 -0.63848 -0.05032
C 2.14990 0.43812 1.43223
O 2.91874 0.45936 2.36641
O 0.93340 0.89507 1.42549
C 0.85246 -1.18317 -2.92315
O 1.02593 -1.51112 -4.06063
O -0.35040 -1.05015 -2.34085
H 5.62919 -2.01224 -2.31445
H 3.46016 -1.84213 -3.20520
H 4.61864 -0.53641 0.75218
C -2.95726 -2.19568 -2.00279
Si -1.17946 -2.34674 -1.55206
C -0.36545 -3.89296 -2.18802
C -0.83759 -2.13270 0.27407
C -1.76073 -1.54838 1.14750
C -1.46809 -1.38140 2.49757
C -0.25653 -1.81802 3.00254
C 0.66312 -2.43746 2.16184
C 0.37267 -2.59139 0.81810
H -3.54455 -2.97139 -1.50646
H -3.08386 -2.30680 -3.08105
H -3.34554 -1.22314 -1.70315
H -0.82062 -4.76770 -1.71880
H 0.70478 -3.92405 -1.97164
H -0.48925 -3.97793 -3.26891
H -2.71746 -1.20616 0.78629
H -2.19841 -0.90363 3.13858
H -0.01934 -1.67744 4.04922
H 1.60981 -2.78434 2.55680
H 1.10886 -3.06852 0.17814
N 0.92225 5.41498 1.57122
C -0.19231 4.63954 1.30245
C -0.58434 3.63838 2.18855
C -1.64172 2.80111 1.88251
C -2.32342 2.94224 0.68203
C -1.96524 3.95980 -0.19806
C -0.91186 4.80252 0.10923
S -3.39622 1.63584 0.15160
O -2.40577 0.77598 -0.61003
O -3.84848 0.94593 1.33575
O -4.38869 2.18826 -0.72500
H 0.95733 6.31996 1.13282
H 1.24240 5.41799 2.52519
H -0.03599 3.48432 3.10963
H -1.92698 2.00478 2.55953
H -2.50426 4.06444 -1.13110
H -0.62267 5.58178 -0.58601
```

Output
LUMO energy: -0.0227 hartree
energy relative to the best compared isomer or geometry (same formula, charge and spin): 0.00 kcal per mole
HOMO: -8.616 eV
frontier orbital gap: 7.999 eV
net charge: 0

=====

6.
C5H8N2 | ωB97M-V/def2-TZVPD

Geometry as XYZ:
```
15
Properties=species:S:1:pos:R:3
C 0.61702 1.30100 -1.84485
C 0.20855 0.14455 -0.90273
C -0.23002 -0.73994 -1.88249
N -0.60842 -1.94342 0.84716
C -0.32940 -0.78253 1.31781
N -0.45438 -0.38804 2.65081
C 0.19555 0.26802 0.43746
H -0.19276 2.03119 -1.88783
H 1.52166 1.74312 -1.42527
H 0.84114 1.00183 -2.87862
H 0.60921 -1.27008 -2.36433
H -1.01815 -2.54294 1.56771
H -0.63061 0.59495 2.80803
H -1.02320 -0.98049 3.24009
H 0.56880 1.18287 0.88902
```

Output
LUMO energy: -0.0020 hartree
energy relative to the best compared isomer or geometry (same formula, charge and spin): 96.42 kcal per mole
HOMO: -8.097 eV
frontier orbital gap: 8.043 eV
net charge: 0

=====

7.
C4H4ClN | ωB97M-V/def2-TZVPD

Geometry as XYZ:
```
10
Properties=species:S:1:pos:R:3
C 2.33185 -0.47115 -0.33250
C -1.22536 0.39752 0.37069
C 0.00157 -0.14754 0.12705
C 1.28267 0.42570 -0.13017
N 3.11293 -1.27157 -0.53068
Cl -3.69486 -0.62017 -0.54630
H -1.42141 1.46056 0.12328
H -1.96982 -0.07079 0.78388
H 0.17612 -1.29293 0.10114
H 1.40630 1.59037 0.03363
```

Output
LUMO energy (spin up / spin down): -0.0893 / -0.1364 hartree
energy relative to the best compared isomer or geometry (same formula, charge and spin): 97.54 kcal per mole
HOMO (spin up / spin down): -11.306 / -9.345 eV
frontier orbital gap (spin up / spin down): 8.875 / 5.633 eV
net charge: 0

=====

8.
H5N4O4P2 | ωB97M-V/def2-TZVPD

Geometry as XYZ:
```
15
Properties=species:S:1:pos:R:3
N 0.75395 -0.75178 0.03215
N -0.11428 1.36047 0.25993
N 0.40169 -0.93940 1.31061
N -0.84347 -0.61885 1.56462
O 0.70074 0.94053 2.71748
O -1.81154 1.69726 2.34617
O 0.45764 -0.29093 -2.46199
O -1.50824 -1.22529 -1.34157
P -0.06193 -1.54563 -1.43452
P -0.57506 1.12752 1.86693
H 0.87860 -0.12759 2.20627
H 1.83952 -0.80695 -0.11978
H -1.48006 -0.78639 0.79023
H -0.27006 0.24938 -2.11496
H -0.93370 1.39075 -0.36158
```

Output
LUMO energy (spin up / spin down): 0.0936 / 0.0922 hartree
energy relative to the best compared isomer or geometry (same formula, charge and spin): 52.25 kcal per mole
HOMO (spin up / spin down): -5.002 / -4.877 eV
frontier orbital gap (spin up / spin down): 7.549 / 7.387 eV
net charge: -1

=====

Number 1: total energy -275.97029 a.u.. Number 2: total energy -4218.07362 a.u.. Number 3: total energy -5077.18550 a.u.. Number 4: total energy -5295.72566 a.u.. Number 5: total energy -2425.83301 a.u.. Number 6: total energy -304.68184 a.u.. Number 7: total energy -669.60608 a.u.. Number 8: total energy -1205.74457 a.u..